# 1
DFT (ωB97M-V/def2-TZVPD) results for a single CH3NS2 molecule.

Summary:
HOMO-LUMO gap (spin up / spin down) = 7.3 / 6.4 eV
LUMO (spin up / spin down) = 0.71 / -2.53 eV
Multiplicity = 3
Energy above the lowest of the compared OMol25 structures with the same formula, charge and spin = 0.0 kcal/mol
E_HOMO (spin up / spin down) = -6.539 / -8.928 eV

Positions of all 7 atoms, in Å:
C  0.751  0.844  -0.462
N  -1.110  -0.900  0.605
S  1.342  1.837  -1.602
S  -0.924  0.378  -0.494
H  -0.601  -0.728  1.448
H  -0.843  -1.804  0.231
H  1.385  0.372  0.274


# 2
DFT (ωB97M-V/def2-TZVPD) results for a single C4H6Se molecule.

Summary:
Structure (SMILES) = C#CC[Se]C
HOMO-LUMO gap = 9.4 eV
LUMO = 0.86 eV
Energy above the lowest of the compared OMol25 structures with the same formula, charge and spin = 39.5 kcal/mol
E_HOMO = -8.547 eV

Positions of all 11 atoms, in Å:
C  3.158  -0.418  0.032
C  2.017  -0.033  0.017
C  0.580  0.302  0.117
Se  -0.610  -1.226  0.058
C  -2.182  -0.068  -0.040
H  4.139  -0.545  -0.266
H  0.199  0.946  -0.838
H  0.440  0.851  0.961
H  -3.185  -0.715  -0.075
H  -2.384  0.403  0.911
H  -2.172  0.504  -0.876


# 3
DFT (ωB97M-V/def2-TZVPD) results for 5 unconnected molecules or ions with the total composition C34H36ClF4N2O2P.

Summary:
Structure (SMILES) = CCC[C@@](C#N)([C@H](C#N)C[C@H](C)O)P(O)Cl.Fc1ccccc1.Fc1ccccc1.Fc1ccccc1.Fc1ccccc1
HOMO-LUMO gap = 9.9 eV
LUMO = 0.73 eV
E_HOMO = -9.179 eV

Positions of all 80 atoms, in Å:
C  -2.189  3.219  1.276
C  -1.735  1.757  1.244
C  -2.247  0.992  2.481
C  -1.309  -0.097  3.067
C  -0.404  -0.627  2.055
N  0.311  -1.061  1.272
C  -0.502  0.368  4.312
C  -1.461  0.798  5.345
N  -2.191  1.163  6.150
C  0.486  1.524  4.029
C  1.950  1.088  3.785
C  2.468  1.416  2.387
O  2.058  -0.309  4.047
P  -2.513  -1.511  3.519
O  -2.773  -2.106  2.025
Cl  -1.173  -2.892  4.267
H  -1.618  3.775  2.024
H  -3.250  3.301  1.518
H  -2.004  3.700  0.314
H  -2.142  1.283  0.350
H  -0.646  1.728  1.192
H  -3.189  0.513  2.194
H  -2.504  1.693  3.278
H  0.030  -0.490  4.719
H  0.448  2.239  4.848
H  0.127  2.064  3.149
H  2.583  1.623  4.502
H  2.122  2.402  2.070
H  2.133  0.650  1.687
H  3.557  1.431  2.408
H  2.989  -0.543  4.049
H  -1.998  -2.555  1.655
F  5.006  -0.542  2.647
C  5.710  -0.793  1.516
C  5.384  -0.117  0.359
C  6.119  -0.387  -0.787
C  7.149  -1.316  -0.762
C  7.450  -1.982  0.419
C  6.728  -1.722  1.575
H  4.572  0.596  0.356
H  5.882  0.130  -1.707
H  7.711  -1.522  -1.660
H  8.249  -2.711  0.443
H  6.944  -2.226  2.508
F  -5.601  0.176  1.944
C  -6.327  -0.699  1.205
C  -5.665  -1.525  0.322
C  -6.413  -2.412  -0.438
C  -7.795  -2.451  -0.313
C  -8.433  -1.601  0.580
C  -7.698  -0.718  1.357
H  -4.588  -1.469  0.245
H  -5.911  -3.072  -1.133
H  -8.375  -3.137  -0.915
H  -9.510  -1.621  0.672
H  -8.173  -0.049  2.062
F  6.947  -1.211  -3.933
C  7.751  -1.542  -4.968
C  7.183  -1.743  -6.209
C  8.014  -2.083  -7.266
C  9.382  -2.218  -7.071
C  9.924  -2.011  -5.810
C  9.106  -1.667  -4.742
H  6.114  -1.636  -6.335
H  7.588  -2.243  -8.248
H  10.024  -2.485  -7.899
H  10.989  -2.116  -5.653
H  9.508  -1.495  -3.753
F  -8.566  0.457  -1.789
C  -7.628  1.362  -2.137
C  -6.815  1.891  -1.155
C  -5.850  2.818  -1.525
C  -5.714  3.201  -2.853
C  -6.548  2.653  -3.818
C  -7.516  1.723  -3.465
H  -6.940  1.585  -0.128
H  -5.201  3.240  -0.769
H  -4.961  3.925  -3.134
H  -6.447  2.950  -4.853
H  -8.174  1.279  -4.200


# 4
DFT (ωB97M-V/def2-TZVPD) results for a single C2H4BrNO2 molecule.

Summary:
HOMO-LUMO gap = 7.8 eV
LUMO = -0.19 eV
Energy above the lowest of the compared OMol25 structures with the same formula, charge and spin = 136.8 kcal/mol
E_HOMO = -8.028 eV

Positions of all 10 atoms, in Å:
C  -1.013  1.022  2.214
C  0.851  -0.687  -1.681
N  -0.866  -0.290  -0.133
O  -1.805  0.687  3.008
O  -0.168  0.147  -1.187
Br  0.398  -0.363  1.545
H  -0.776  2.073  1.774
H  1.774  -0.420  -1.271
H  1.033  -0.423  -2.788
H  0.572  -1.747  -1.480


# 5
DFT (ωB97M-V/def2-TZVPD) results for a single C5H6N2O2 molecule.

Summary:
Structure (SMILES) = C#C/C(C)=N/O/C=N/O
HOMO-LUMO gap = 9.3 eV
LUMO = 0.24 eV
Energy above the lowest of the compared OMol25 structures with the same formula, charge and spin = 193.6 kcal/mol
E_HOMO = -9.031 eV

Positions of all 15 atoms, in Å:
C  -2.311  2.275  -1.681
C  -1.873  1.394  -0.996
C  -1.495  0.210  -0.223
C  -2.496  -0.758  0.221
N  -0.179  0.343  -0.036
O  0.137  -0.800  0.618
C  1.487  -0.906  0.729
N  2.413  -0.031  0.468
O  3.615  -0.837  0.459
H  -2.883  3.135  -1.958
H  -2.827  -0.303  1.408
H  -3.457  -0.888  -0.523
H  -2.052  -1.901  0.383
H  1.586  -2.167  0.825
H  4.104  -0.254  -0.078


# 6
DFT (ωB97M-V/def2-TZVPD) results for a single C2N2S molecule.

Summary:
HOMO-LUMO gap = 7.9 eV
LUMO = -3.53 eV
Energy above the lowest of the compared OMol25 structures with the same formula, charge and spin = 80.4 kcal/mol
E_HOMO = -11.392 eV

Positions of all 5 atoms, in Å:
C  -1.061  -0.326  -0.377
C  2.172  -0.070  0.929
N  -2.013  -0.943  -0.169
N  1.269  0.089  0.188
S  -0.367  1.249  -0.571


# 7
DFT (ωB97M-V/def2-TZVPD) results for a molecular structure, C24H59BClN2O18P3Si2.

Summary:
HOMO-LUMO gap = 8.9 eV
LUMO = 0.15 eV
E_HOMO = -8.726 eV

Positions of all 110 atoms, in Å:
C  -1.623  -1.979  1.422
C  -2.039  -2.436  2.613
C  -2.940  -1.750  3.617
Si  -2.836  0.093  3.898
Cl  -2.864  1.170  2.136
C  -1.285  0.585  4.813
C  -0.278  -0.551  5.053
C  1.144  -0.038  5.346
C  1.672  0.953  4.307
C  1.602  0.423  2.881
O  1.377  1.557  2.016
C  0.897  1.256  0.797
C  0.184  2.390  0.121
O  1.006  0.157  0.300
O  -4.123  0.492  4.853
Si  -5.535  1.201  4.387
N  -5.322  2.861  4.034
C  -4.829  3.758  5.094
C  -3.322  3.981  4.974
C  -2.941  4.659  3.656
C  -1.431  4.563  3.417
O  -6.497  1.079  5.802
N  -7.813  0.658  5.560
O  -8.596  1.389  6.026
B  -6.556  0.292  2.894
C  -6.832  -1.252  2.773
O  -7.040  1.155  1.952
H  -1.220  -0.982  1.274
H  -1.680  -2.593  0.528
H  -1.749  -3.450  2.892
H  -2.723  -2.166  4.610
H  -3.953  -2.074  3.368
H  -1.600  0.976  5.786
H  -0.836  1.427  4.285
H  -0.586  -1.123  5.930
H  -0.212  -1.226  4.199
H  1.815  -0.903  5.363
H  1.208  0.411  6.339
H  1.124  1.896  4.333
H  2.707  1.211  4.539
H  2.542  -0.044  2.585
H  0.799  -0.295  2.731
H  0.021  3.215  0.814
H  -0.777  2.027  -0.241
H  0.764  2.773  -0.717
H  -6.131  3.239  3.558
H  -5.100  3.408  6.095
H  -5.306  4.733  4.965
H  -3.023  4.652  5.785
H  -2.785  3.031  5.035
H  -3.465  4.188  2.824
H  -3.204  5.720  3.701
H  -0.885  4.820  4.328
H  -1.097  5.189  2.590
H  -1.169  3.527  3.185
H  -6.425  -1.807  3.621
H  -6.372  -1.677  1.873
H  -7.905  -1.460  2.747
H  -7.404  0.700  1.183
C  3.511  -3.892  -1.819
O  3.950  -3.064  -2.907
P  2.913  -2.479  -3.944
O  3.522  -1.649  -4.980
O  1.800  -1.767  -3.064
C  2.174  -0.586  -2.322
O  2.138  -3.762  -4.449
C  1.298  -3.624  -5.606
H  3.868  -3.449  -0.892
H  2.426  -3.972  -1.787
H  3.946  -4.882  -1.944
H  2.982  -0.052  -2.824
H  2.473  -0.868  -1.317
H  1.298  0.052  -2.261
H  1.905  -3.676  -6.508
H  0.755  -2.680  -5.587
H  0.592  -4.450  -5.586
C  -5.099  0.796  -4.134
O  -4.188  1.372  -3.188
P  -2.654  1.003  -3.220
O  -1.875  1.692  -2.193
O  -2.176  1.268  -4.715
C  -2.155  2.625  -5.180
O  -2.647  -0.573  -3.163
C  -1.385  -1.224  -2.909
H  -5.615  1.607  -4.644
H  -4.582  0.177  -4.867
H  -5.821  0.189  -3.592
H  -1.986  3.319  -4.356
H  -3.100  2.857  -5.671
H  -1.343  2.712  -5.896
H  -1.169  -1.209  -1.842
H  -0.577  -0.736  -3.451
H  -1.481  -2.249  -3.256
C  6.566  -2.720  -4.361
O  7.669  -3.139  -5.193
P  8.943  -2.235  -5.367
O  9.966  -2.822  -6.230
O  9.439  -1.888  -3.889
C  9.955  -2.965  -3.099
O  8.353  -0.840  -5.820
C  9.266  0.143  -6.328
H  6.392  -3.500  -3.624
H  6.785  -1.784  -3.849
H  5.687  -2.593  -4.983
H  10.398  -3.738  -3.729
H  9.153  -3.395  -2.498
H  10.719  -2.555  -2.443
H  9.483  -0.065  -7.374
H  10.195  0.151  -5.758
H  8.776  1.109  -6.236


# 8
DFT (ωB97M-V/def2-TZVPD) results for a molecular structure, C6H9F2N.

Summary:
HOMO-LUMO gap = 11.1 eV
LUMO = 0.87 eV
Energy above the lowest of the compared OMol25 structures with the same formula, charge and spin = 0.0 kcal/mol
E_HOMO = -10.207 eV

Positions of all 18 atoms, in Å:
C  2.669  1.125  1.849
C  1.918  0.225  2.010
C  -2.089  0.412  -1.563
C  -2.500  -0.047  -0.162
C  -0.752  -0.224  -1.702
C  -1.138  -0.395  0.410
N  -0.262  -0.791  -0.684
F  -1.220  -1.553  1.170
F  -0.538  0.497  1.204
H  3.228  1.933  1.708
H  5.110  -1.138  -0.166
H  1.356  -0.589  2.397
H  -2.763  0.252  -2.331
H  -1.690  1.457  -1.569
H  -2.816  0.691  0.520
H  -2.941  -1.012  -0.244
H  4.754  -0.407  -0.069
H  -0.325  -0.437  -2.777


# 9
DFT (ωB97M-V/def2-TZVPD) results for 3 unconnected molecules or ions with the total composition C2H2N4.

Summary:
Structure (SMILES) = C#N.C#N.N#N
HOMO-LUMO gap = 13.1 eV
LUMO = 0.87 eV
Energy above the lowest of the compared OMol25 structures with the same formula, charge and spin = 0.1 kcal/mol
E_HOMO = -12.256 eV

Positions of all 8 atoms, in Å:
C  0.823  1.878  -0.581
N  1.532  2.007  -1.482
H  0.159  1.709  0.249
C  -1.258  -0.938  1.559
N  -0.993  0.169  1.376
H  -1.501  -1.969  1.726
N  0.830  -1.218  -1.926
N  0.436  -1.736  -1.037


# 10
DFT (ωB97M-V/def2-TZVPD) results for a single C3H7NO2 molecule.

Summary:
Structure (SMILES) = CCN(O)C=O
HOMO-LUMO gap = 10.1 eV
LUMO = 0.74 eV
Energy above the lowest of the compared OMol25 structures with the same formula, charge and spin = 92.3 kcal/mol
E_HOMO = -9.314 eV

Positions of all 13 atoms, in Å:
C  -1.550  0.476  1.825
C  -0.226  0.818  1.080
N  0.164  0.006  -0.048
O  0.617  -1.337  0.240
C  0.357  0.421  -1.317
O  0.809  -0.408  -2.166
H  -2.279  0.140  0.912
H  -1.903  1.511  2.374
H  -1.481  -0.407  2.755
H  -0.113  1.777  0.572
H  0.637  0.732  1.795
H  1.093  -1.558  -0.718
H  -0.002  1.436  -1.474


# 11
DFT (ωB97M-V/def2-TZVPD) results for 8 unconnected molecules or ions with the total composition C16H50NO10PSi.

Summary:
Structure (SMILES) = NP(O)[SiH2]CC(=O)O.CCO.CCO.CCO.CCO.CCO.CCO.CCO
HOMO-LUMO gap = 8.2 eV
LUMO = 0.30 eV
E_HOMO = -7.931 eV

Positions of all 79 atoms, in Å:
N  -1.134  -0.879  -1.602
P  -1.316  -2.476  -2.137
O  -0.990  -2.192  -3.739
Si  -3.583  -2.775  -2.217
C  -4.475  -1.115  -1.920
C  -5.759  -0.996  -2.649
O  -5.966  -0.217  -3.536
O  -6.718  -1.900  -2.241
H  -1.302  -0.786  -0.608
H  -1.667  -0.186  -2.117
H  -1.469  -2.817  -4.293
H  -3.952  -3.310  -3.557
H  -4.002  -3.764  -1.202
H  -4.609  -1.053  -0.838
H  -3.816  -0.300  -2.216
H  -7.529  -1.419  -2.038
C  -7.959  -0.849  2.364
C  -6.581  -0.320  2.017
O  -5.876  -1.193  1.135
H  -7.882  -1.836  2.819
H  -8.471  -0.181  3.057
H  -8.574  -0.944  1.466
H  -5.964  -0.240  2.912
H  -6.658  0.677  1.570
H  -6.396  -1.281  0.329
C  2.245  1.189  -0.275
C  1.257  2.280  0.083
O  0.244  2.439  -0.906
H  2.719  1.401  -1.235
H  3.017  1.100  0.490
H  1.734  0.227  -0.364
H  1.759  3.245  0.158
H  0.797  2.057  1.051
H  -0.218  1.595  -0.962
C  3.743  0.190  4.566
C  2.296  0.092  4.127
O  2.190  0.120  2.709
H  4.188  1.099  4.162
H  3.838  0.207  5.653
H  4.310  -0.655  4.174
H  1.715  0.940  4.487
H  1.840  -0.823  4.525
H  2.705  -0.613  2.354
C  -3.652  2.938  -5.527
C  -3.596  2.251  -4.176
O  -3.661  3.185  -3.096
H  -2.838  3.658  -5.622
H  -3.576  2.213  -6.338
H  -4.593  3.481  -5.642
H  -2.647  1.725  -4.059
H  -4.411  1.531  -4.077
H  -4.497  3.654  -3.168
C  7.559  0.920  1.329
C  6.597  0.496  2.421
O  5.613  -0.406  1.927
H  7.017  1.393  0.509
H  8.307  1.621  1.702
H  8.075  0.049  0.920
H  6.060  1.357  2.814
H  7.142  0.030  3.251
H  6.085  -1.178  1.589
C  9.374  -3.656  -1.134
C  8.375  -2.560  -0.818
O  7.743  -2.760  0.447
H  8.884  -4.629  -1.127
H  9.827  -3.499  -2.113
H  10.173  -3.678  -0.389
H  7.571  -2.547  -1.551
H  8.867  -1.582  -0.837
H  8.430  -2.767  1.122
C  -2.982  2.025  2.624
C  -3.009  1.784  1.128
O  -2.040  0.813  0.729
H  -1.991  2.354  2.936
H  -3.710  2.786  2.908
H  -3.217  1.107  3.169
H  -2.756  2.691  0.581
H  -4.006  1.460  0.810
H  -2.248  -0.003  1.198


# 12
DFT (ωB97M-V/def2-TZVPD) results for a single C12H8N4O molecule.

Summary:
Structure (SMILES) = O=c1nc(-c2cccnc2)[nH]c2ncccc12
HOMO-LUMO gap = 8.8 eV
LUMO = -0.43 eV
Energy above the lowest of the compared OMol25 structures with the same formula, charge and spin = 3.3 kcal/mol
E_HOMO = -9.258 eV

Positions of all 25 atoms, in Å:
O  -0.244  3.198  -1.200
C  -0.376  2.067  -0.806
N  0.620  1.503  -0.086
C  0.578  0.241  0.170
C  1.658  -0.336  0.971
C  2.007  -1.674  0.936
C  3.045  -2.130  1.767
C  3.659  -1.219  2.684
N  3.285  0.074  2.724
C  2.297  0.494  1.878
N  -0.502  -0.552  -0.158
C  -1.567  -0.041  -0.792
N  -2.517  -0.901  -1.098
C  -3.528  -0.436  -1.864
C  -3.639  0.884  -2.299
C  -2.632  1.755  -1.942
C  -1.565  1.263  -1.176
H  1.634  -2.387  0.235
H  3.390  -3.177  1.685
H  4.438  -1.586  3.328
H  2.046  1.536  1.916
H  -0.615  -1.469  0.298
H  -4.353  -1.107  -2.108
H  -4.501  1.218  -2.809
H  -2.618  2.781  -2.254


no.,calculated total energy (eV)
1,-24242.992
2,-69588.390
3,-75598.927
4,-77760.396
5,-12349.227
6,-15884.410
7,-122512.455
8,-13288.724
9,-8066.126
10,-8806.525
11,-56533.314
12,-20582.014